The following is a quantum chemistry calculation of a cluster of 2 separate species, C29H32F3N2O in total in a non-equilibrium geometry, from the Open Molecules 2025 dataset.

Summary:
Calculated total energy, eV: -43763.7291
2S+1: 1
Frontier orbital gap, eV: 6.85
Relative energy (zero: lowest compared OMol25 entry of this formula, charge and spin), kJ/mol: 307.6
Total charge: +1

Last column: natural (NBO) charge in e.
Element x y z (Å)
1 C -0.790066 -3.455848 1.230019  -0.21
2 C 5.438300 0.347051 -3.221646  0.98
3 H 1.278968 -1.524307 -2.422620  0.22
4 C -2.617590 -0.578367 0.233728  -0.21
5 H -1.279697 2.428869 -3.888502  0.22
6 N 1.304017 0.624050 2.222300  -0.34
7 H -4.943650 1.275935 2.680078  0.24
8 H 2.278624 -1.306427 0.202274  0.23
9 C -0.395748 2.016189 -3.401139  -0.41
10 H -2.230110 -0.605286 -2.577536  0.21
11 H 0.235992 2.122048 3.262830  0.22
12 H 0.065699 -5.022549 0.002655  0.23
13 C -4.844430 -0.133667 1.065327  0.32
14 C -4.260095 0.815216 1.961240  -0.26
15 H 3.091103 2.828486 3.391648  0.23
16 F 5.912711 -0.934959 -3.195593  -0.32
17 H -0.387680 1.956020 0.466854  0.24
18 C -2.213850 0.506649 -2.618696  -0.41
19 H -1.677796 -4.044977 1.495534  0.23
20 C -2.063539 0.566076 0.903462  -0.12
21 O -6.198382 -0.240527 1.066013  -0.49
22 H 2.099628 -3.663663 -0.574626  0.22
23 H 4.186782 2.460998 -2.020632  0.25
24 C 1.322271 -3.242938 0.070184  -0.16
25 H 3.602999 -1.605043 -3.266562  0.25
26 C 3.204537 -0.710867 -2.796992  -0.19
27 C -0.697492 -2.130041 1.641771  -0.18
28 H -6.702041 -0.646770 -0.934422  0.18
29 H 0.146397 2.821304 -2.908110  0.22
30 H 4.086863 0.735343 3.606967  0.23
31 C 2.289281 -0.226349 2.890969  -0.22
32 H -1.977171 -1.343526 -0.233396  0.22
33 C 3.544922 1.576216 -2.088624  -0.17
34 H -2.603993 0.848979 -3.602273  0.22
35 C 4.035959 0.405074 -2.672280  -0.12
36 H 1.990971 2.403102 4.750051  0.23
37 C -3.988176 -0.808638 0.181516  -0.28
38 C 2.366762 2.092246 3.766033  -0.42
39 C 3.022930 0.692679 3.875465  -0.41
40 C -0.081061 0.616189 -1.414849  0.23
41 H 2.991759 -0.686206 2.184446  0.22
42 C -2.946097 1.228700 1.807349  -0.18
43 H -7.907890 -1.000828 0.344152  0.22
44 H -2.903767 0.890693 -1.848581  0.23
45 H 1.273124 2.730024 1.951640  0.21
46 H -6.509791 -2.099450 0.140220  0.18
47 C 0.192593 -4.013475 0.408472  -0.20
48 C 1.210385 1.984380 2.761329  -0.22
49 C 2.254972 1.605492 -1.566261  -0.20
50 C -0.620115 0.917782 0.695924  -0.41
51 H 1.877623 2.505312 -1.065859  0.22
52 H -1.485204 -1.678194 2.264753  0.24
53 F 6.299201 1.148238 -2.513945  -0.32
54 H 1.795213 -1.051529 3.415433  0.22
55 C 0.335887 0.124694 1.418540  0.42
56 H -4.369916 -1.494047 -0.578933  0.22
57 H -2.563559 2.038425 2.449292  0.22
58 N -0.869673 1.062882 -2.406183  -0.40
59 C 1.920613 -0.651859 -2.301231  -0.14
60 C 0.361530 -1.331844 1.182724  -0.16
61 F 5.506668 0.760324 -4.531724  -0.32
62 H 0.252377 1.556505 -4.158209  0.22
63 C 1.375709 0.514457 -1.718644  -0.14
64 C 1.419143 -1.920700 0.482955  -0.21
65 C -6.853841 -1.054456 0.079059  -0.26
66 H -0.508764 -0.288896 -0.919174  0.23
67 H 2.918667 0.289625 4.894058  0.23

Forces on the atoms, in the same order (eV/Å):
C -0.166 -0.334 -0.062
C 0.981 0.106 -0.570
H 0.079 0.180 0.052
C 0.420 1.091 0.408
H 0.277 0.131 -0.023
N -1.691 -0.534 -1.448
H 0.394 0.001 -0.232
H -0.302 -0.324 0.022
C -0.137 0.405 0.054
H 0.223 0.756 -0.036
H 0.254 -0.182 -0.343
H 0.156 0.383 0.286
C 0.609 0.728 -0.354
C -0.943 -0.330 -0.676
H -0.198 -0.174 0.371
F -0.225 1.203 0.066
H -0.186 0.215 1.204
C -0.695 0.207 -0.039
H 0.498 0.249 0.007
C -1.195 -1.834 -0.798
O 0.393 -0.109 0.106
H -0.224 0.090 0.349
H -0.244 -0.403 0.054
C -0.336 -0.498 -0.111
H -0.235 0.042 0.125
C 0.658 0.455 0.228
C -0.069 0.135 0.005
H 0.022 -0.167 0.343
H -0.006 0.034 -0.174
H -0.317 0.010 0.294
C 0.497 -0.201 0.349
H -0.356 0.876 -0.239
C 0.451 -0.103 0.223
H 0.453 -0.353 0.637
C -0.412 0.319 -0.045
H 0.208 0.122 -0.403
C -0.422 -0.100 0.340
C 0.197 0.153 0.005
C 0.021 -0.005 0.080
C -1.246 -3.796 -0.039
H -0.296 0.266 0.060
C 0.763 -0.271 -0.156
H 0.088 -0.051 -0.113
H 0.238 -0.227 -0.382
H 0.066 -0.300 0.352
H -0.103 0.333 -0.085
C 0.264 0.456 -0.137
C 0.066 0.359 0.076
C -0.747 -0.078 -0.102
C 0.612 1.038 0.693
H 0.253 -0.236 -0.295
H 0.478 -0.368 -0.383
F -0.850 -0.937 -0.695
H -0.099 0.142 -0.171
C 1.366 1.069 0.455
H 0.057 -0.069 0.539
H -0.207 -0.377 -0.446
N 0.047 0.081 0.373
C -1.402 0.019 -0.163
C -0.376 -0.782 0.704
F -0.146 -0.366 1.321
H -0.118 -0.058 0.203
C 1.695 0.900 0.257
C -0.163 0.222 -0.212
C 0.398 0.073 0.243
H 0.703 0.506 -1.577
H 0.228 0.213 -0.380

***

The following is a quantum chemistry calculation of a cluster of 3 separate species, C5H19N2O3 in total in a non-equilibrium geometry, from the Open Molecules 2025 dataset.

Summary:
Calculated total energy, eV: -14606.0778
2S+1: 1
Frontier orbital gap, eV: 9.79
Relative energy (zero: lowest compared OMol25 entry of this formula, charge and spin), kJ/mol: 459.5
Total charge: +1

Last column: natural (NBO) charge in e.
Element x y z (Å)
1 H 3.012087 2.551958 1.311491  0.47
2 H 1.847739 2.299817 -0.475189  0.23
3 N 0.730562 0.791288 -1.484092  -0.71
4 H -2.963397 -0.703432 -0.940052  0.50
5 H 1.046633 0.128630 -0.785629  0.47
6 H -1.159839 -3.554644 1.206533  0.26
7 H 2.254067 1.741656 2.133712  0.46
8 H 0.039367 -0.908255 2.220512  0.24
9 H -1.517380 -3.223191 -0.500535  0.22
10 O 0.002164 -1.449932 -1.016462  -0.79
11 C 0.253082 -0.676610 1.128502  -0.30
12 H 1.358579 -0.234453 1.244227  0.21
13 O 2.687025 1.662948 1.362887  -0.92
14 N -0.720535 0.423837 0.835007  -0.65
15 H 1.123430 -2.482990 0.387312  0.22
16 C 0.866511 2.091063 -0.722794  -0.28
17 H 0.466080 2.098272 1.487615  0.20
18 C -0.182706 1.751827 0.669922  -0.21
19 H -0.248214 0.509899 -1.768607  0.48
20 H -1.173227 2.418535 0.635913  0.23
21 H 0.269061 2.980227 -0.995653  0.24
22 C 0.188731 -1.970411 0.345167  0.04
23 H -2.868817 0.016668 -2.325465  0.50
24 H -1.909818 -2.143329 0.963261  0.24
25 O -2.366553 -0.182818 -1.531921  -0.98
26 C -1.037483 -2.696889 0.476207  -0.67
27 H -0.416496 -2.115396 -1.574617  0.50
28 H 1.404330 0.838889 -2.214246  0.43
29 H -0.984979 0.036843 -0.073007  0.39

Forces on the atoms, in the same order (eV/Å):
H 0.938 0.815 -0.544
H 1.621 -0.005 0.292
N -0.282 2.615 0.633
H 0.655 0.695 -0.769
H 0.008 -0.549 -0.453
H 1.261 0.591 -0.628
H -2.538 -0.353 4.670
H 0.450 -0.227 -1.102
H 1.462 1.387 1.993
O 1.220 -0.728 -0.754
C 2.390 1.675 4.769
H -2.051 -1.098 -0.809
O 2.470 -0.478 -3.528
N 1.455 -1.922 -1.513
H 0.468 -0.668 0.300
C -5.994 -0.477 2.183
H -0.901 -0.383 -0.023
C -0.448 1.896 -0.851
H 1.324 0.413 0.217
H 2.527 -1.019 -0.287
H 0.783 -0.743 -1.310
C -0.275 2.546 -2.485
H -0.311 -0.019 -0.026
H 1.163 0.227 -1.154
O -0.619 -0.438 0.378
C -5.982 -4.283 1.713
H 0.147 0.009 0.210
H 0.294 -0.530 -1.255
H -1.237 1.051 0.134

***

The following is a quantum chemistry calculation of a cluster of 2 separate species, C6H14N2O2 in total in a non-equilibrium geometry, from the Open Molecules 2025 dataset.

Summary:
Calculated total energy, eV: -13524.2460
SMILES string: CNC(C)=O.CNC(C)=O
2S+1: 1
Frontier orbital gap, eV: 10.17
Relative energy (zero: lowest compared OMol25 entry of this formula, charge and spin), kJ/mol: 133.0
Total charge: 0

Last column: natural (NBO) charge in e.
Element x y z (Å)
1 H 2.438525 -1.750353 0.727825  0.24
2 H 2.032968 1.286054 2.215811  0.20
3 O -0.358780 2.372626 -0.397720  -0.61
4 C 1.488909 1.578445 1.306595  -0.42
5 H -2.582021 2.843477 1.441229  0.25
6 C 0.675319 -2.053981 -0.544546  0.67
7 C 1.369491 -1.944157 0.815907  -0.71
8 H -0.089021 1.029139 2.439073  0.40
9 N 0.077791 1.390258 1.516458  -0.64
10 H 1.769419 1.032537 0.380671  0.21
11 C -0.664408 -1.192471 -2.291835  -0.43
12 H -2.796529 1.111304 1.429576  0.23
13 C -2.293394 1.931391 0.903582  -0.72
14 C -0.845170 1.859222 0.593717  0.65
15 H -1.434346 -1.971691 -2.312266  0.20
16 O 0.919356 -3.003885 -1.261624  -0.62
17 H 1.920604 2.566914 1.145725  0.21
18 H -2.761915 1.889222 -0.087707  0.25
19 H -1.074180 -0.276994 -2.794106  0.21
20 H 1.180522 -2.863614 1.351835  0.24
21 N -0.305791 -1.142520 -0.871337  -0.63
22 H -0.274590 -0.250406 -0.385836  0.40
23 H 0.822653 -1.284160 1.512933  0.21
24 H 0.166458 -1.463882 -2.926855  0.22

Forces on the atoms, in the same order (eV/Å):
H -0.230 0.084 0.063
H -0.233 -0.701 -0.468
O -0.652 -0.220 -0.690
C 1.236 -0.415 -0.830
H 0.375 -0.043 -0.369
C -0.100 -0.431 0.761
C -1.429 0.363 0.494
H -1.013 0.064 -0.148
N -0.371 0.331 0.489
H 0.319 -0.019 0.804
C -1.442 0.266 -0.400
H 0.769 -0.118 0.247
C -1.558 -0.739 -0.524
C 2.220 0.818 1.435
H 0.181 0.101 -0.762
O 0.197 0.105 -0.156
H -1.040 0.594 -0.158
H -0.116 0.539 0.251
H 0.198 -0.413 1.342
H 0.472 -0.769 -0.341
N 1.210 0.726 -0.297
H 0.064 -0.300 -0.286
H 0.624 0.584 -0.606
H 0.317 -0.404 0.153